1.
{
  "formula": "C4H5NO2",
  "method": "ωB97M-V with the def2-TZVPD basis set",
  "symbols": ["C", "C", "C", "C", "N", "O", "O", "H", "H", "H", "H", "H"],
  "positions_angstrom": [[-3.0762, -0.1109, 0.0111], [-1.0709, 1.4489, 0.1330], [1.4606, 0.5954, 0.3297], [0.4215, -0.5555, 0.3138], [0.0218, 0.7559, 0.1042], [-2.8253, -1.2942, -0.1450], [-1.4596, 2.5847, 0.0279], [-3.9999, 0.3707, -0.1727], [1.7332, 1.1330, 1.2514], [2.1086, 1.0568, -0.4665], [0.3695, -1.1180, -0.6237], [0.1779, -1.0087, 1.1795]],
  "forces_ev_per_a": [[1.171, -4.673, 1.274], [-0.609, 1.056, -0.454], [-0.067, 2.293, 0.018], [1.961, 1.168, -3.658], [-0.020, 1.186, -0.137], [-0.539, 3.298, -0.091], [0.824, -0.561, 0.254], [-1.529, 0.811, -0.962], [-0.040, -1.095, 0.086], [-0.710, -1.582, 0.269], [0.240, -0.345, 0.592], [-0.681, -1.557, 2.808]],
  "spin_multiplicity": 3,
  "gap_ev": [7.09, 9.55],
  "charge": 0,
  "mol_weight_g_mol": 99.1,
  "lumo_energy_ev": [0.78, -0.64],
  "de_lowest_kcal_mol": 49.6
}

---

2.
{
  "formula": "C11H16CoF6N3O13P2S3",
  "method": "ωB97M-V with the def2-TZVPD basis set",
  "symbols": ["Co", "O", "N", "C", "C", "C", "C", "C", "S", "H", "H", "H", "H", "C", "C", "O", "P", "O", "O", "O", "P", "O", "O", "O", "H", "H", "H", "H", "H", "H", "H", "F", "C", "F", "F", "S", "O", "O", "N", "S", "O", "O", "C", "F", "F", "F", "C", "C", "N", "O", "H", "H", "H", "H", "H"],
  "positions_angstrom": [[0.4869, -0.5332, -0.1974], [2.5215, -0.2605, 0.3619], [3.0857, -1.3781, 0.7832], [4.0022, -1.2736, 1.7691], [4.6788, -2.3554, 2.2609], [4.3856, -3.6119, 1.7097], [3.4466, -3.7052, 0.7192], [2.7462, -2.5823, 0.2136], [1.5805, -2.6752, -0.9970], [4.1337, -0.2603, 2.1175], [5.3954, -2.2185, 3.0575], [4.8845, -4.5038, 2.0693], [3.1818, -4.6564, 0.2798], [-3.3213, -0.0038, 1.8553], [-2.8132, -1.4278, 1.6587], [-3.8313, -2.3585, 2.0366], [-2.3816, -1.6741, -0.0903], [-1.7536, -3.1134, -0.2596], [-3.7842, -1.8329, -0.8543], [-1.6124, -0.5493, -0.6785], [-1.2647, -1.8199, 2.6575], [-0.9896, -0.5266, 3.5641], [-1.6950, -2.9421, 3.5407], [-0.1612, -1.9642, 1.6445], [-4.2499, 0.1380, 1.2965], [-2.5865, 0.7309, 1.5228], [-3.5152, 0.1540, 2.9165], [-3.3817, -2.9344, 2.6875], [-0.8551, -3.0971, 0.1507], [-3.6987, -1.4035, -1.7155], [-0.5077, 0.1555, 3.0537], [-0.1517, -0.8834, -5.4568], [-0.5348, 0.3219, -5.0178], [-1.6577, 0.1715, -4.3209], [-0.8174, 1.0687, -6.0956], [0.8274, 1.0580, -3.9909], [0.9592, 0.1458, -2.9021], [1.8991, 1.2043, -4.9330], [0.2315, 2.4716, -3.6566], [-0.1338, 3.0577, -2.2640], [0.3022, 4.4238, -2.1629], [0.0684, 2.1988, -1.1380], [-1.9784, 3.2119, -2.3535], [-2.3708, 3.9716, -3.3865], [-2.5602, 2.0261, -2.4672], [-2.4289, 3.7971, -1.2332], [-0.0947, 3.6867, 1.4695], [0.6277, 2.3616, 1.5730], [1.9338, 2.3486, 1.2214], [0.0639, 1.3693, 2.0089], [0.2423, 4.2670, 0.6114], [0.0871, 4.2613, 2.3812], [-1.1596, 3.4898, 1.3803], [2.2026, 3.0441, 0.5444], [2.3163, 1.4098, 1.0546]],
  "forces_ev_per_a": [[0.052, -0.578, -0.119], [-0.139, 0.066, 0.024], [0.015, 0.101, 0.044], [-0.049, -0.001, -0.044], [-0.050, -0.035, -0.059], [-0.002, 0.031, 0.007], [0.036, -0.025, 0.021], [0.100, -0.090, 0.134], [-0.185, 0.210, -0.107], [0.022, -0.010, 0.029], [0.009, -0.020, 0.003], [0.008, 0.007, 0.012], [0.019, -0.012, 0.017], [-0.015, 0.034, 0.012], [-0.120, 0.010, 0.079], [0.049, 0.004, -0.062], [0.035, -0.106, 0.175], [0.073, -0.031, 0.012], [-0.111, -0.016, -0.088], [0.245, 0.210, -0.115], [-0.016, 0.200, 0.002], [-0.051, -0.096, 0.067], [0.001, -0.123, 0.011], [0.154, -0.003, 0.018], [-0.001, 0.005, -0.008], [0.014, -0.045, -0.007], [-0.014, 0.000, -0.006], [0.025, 0.023, 0.013], [-0.078, 0.020, -0.016], [0.010, 0.024, 0.050], [-0.037, -0.048, -0.003], [0.021, -0.018, 0.015], [0.200, 0.031, 0.031], [-0.074, -0.006, 0.076], [0.012, 0.109, -0.024], [-0.135, -0.360, -0.296], [0.083, 0.045, 0.127], [0.016, -0.027, -0.032], [-0.078, 0.253, -0.239], [-0.347, 0.078, 0.100], [0.007, 0.101, 0.034], [0.104, -0.105, 0.164], [0.153, 0.012, 0.001], [0.036, 0.038, -0.078], [-0.050, -0.065, 0.003], [0.020, 0.005, 0.041], [0.068, -0.026, 0.016], [-0.032, 0.213, -0.091], [0.086, -0.035, -0.052], [-0.069, 0.047, 0.091], [-0.006, -0.004, 0.008], [-0.007, -0.024, 0.010], [-0.001, 0.010, -0.012], [0.026, 0.006, 0.009], [-0.030, 0.016, 0.003]],
  "spin_multiplicity": 3,
  "gap_ev": [6.14, 5.16],
  "charge": -2,
  "mol_weight_g_mol": 729.3,
  "lumo_energy_ev": [4.67, 4.67],
  "de_lowest_kcal_mol": 9.8
}

---

3.
{
  "formula": "C4H7ClN2",
  "method": "ωB97M-V with the def2-TZVPD basis set",
  "symbols": ["C", "C", "C", "C", "N", "N", "Cl", "H", "H", "H", "H", "H", "H", "H"],
  "positions_angstrom": [[-0.4996, 0.0658, -0.3521], [0.3838, -1.0539, 0.1410], [1.7791, -0.3010, -0.0170], [1.3656, 1.1519, 0.1938], [-0.0796, 1.2235, -0.2048], [-4.1844, -0.0455, 0.1462], [-2.6410, -0.4093, -0.3648], [0.0763, -1.4264, 1.1351], [0.2481, -1.9767, -0.5101], [2.6231, -0.7772, 0.6260], [2.0748, -0.3187, -1.0951], [1.3641, 1.4967, 1.3057], [1.8777, 1.7945, -0.4347], [-4.3880, 0.5764, -0.5691]],
  "forces_ev_per_a": [[0.329, 0.777, 1.577], [0.308, -1.537, -1.593], [0.202, -1.564, 0.278], [-1.584, -0.487, 3.129], [0.134, -0.237, -0.555], [0.947, -1.075, 1.784], [0.133, -1.161, -0.400], [0.333, 0.685, -0.159], [0.537, 1.101, 0.597], [-1.478, 1.168, -1.054], [-0.111, -0.574, 0.825], [0.338, -0.448, -1.903], [1.238, 1.507, -0.789], [-1.326, 1.843, -1.738]],
  "spin_multiplicity": 1,
  "gap_ev": [7.25, 8.66],
  "charge": 0,
  "mol_weight_g_mol": 118.6,
  "lumo_energy_ev": [-0.77, -0.73],
  "de_lowest_kcal_mol": 152.1
}